1.
This record from OMol25 describes a single C22H21N3O5S2 molecule at a distorted geometry. The level of theory is wB97M-V/def2-TZVPD.

Results
- E_HOMO: -8.5 eV
- Energy relative to the best compared isomer or geometry (same formula, charge and spin): 12.4 kcal per mole
- SMILES: O=C(Nc1nc(-c2ccc(S(=O)(=O)N3CCCC3)cc2)cs1)[C@H]1COc2ccccc2O1
- E_LUMO: 0.054 eV
- Multiplicity: 1

Last column: natural (NBO) charge in e.
Positions of all 53 atoms, in Å:
O 5.609 -0.176 0.937  -0.567
C 4.615 -0.721 0.517  0.678
N 3.396 -0.125 0.659  -0.611
C 2.130 -0.418 0.219  0.244
N 1.165 0.402 0.454  -0.480
C -0.020 -0.012 -0.081  0.093
C -1.211 0.804 0.117  0.040
C -2.459 0.417 -0.378  -0.205
C -3.568 1.214 -0.167  -0.174
C -3.435 2.396 0.537  -0.334
S -4.894 3.401 0.782  2.304
O -5.948 2.584 1.308  -0.937
O -4.526 4.583 1.513  -0.949
N -5.273 3.733 -0.833  -0.656
C -4.481 4.829 -1.357  -0.237
C -5.272 6.117 -1.057  -0.430
C -6.699 5.633 -0.745  -0.429
C -6.657 4.125 -1.031  -0.240
C -2.211 2.796 1.037  -0.173
C -1.100 2.001 0.828  -0.217
C 0.071 -1.193 -0.766  -0.445
S 1.667 -1.825 -0.718  0.425
C 4.655 -2.074 -0.183  -0.038
C 6.069 -2.662 -0.165  -0.084
O 6.095 -3.879 -0.870  -0.475
C 5.054 -4.715 -0.561  0.206
C 5.133 -6.047 -0.948  -0.227
C 4.113 -6.924 -0.636  -0.214
C 3.007 -6.483 0.074  -0.219
C 2.909 -5.157 0.448  -0.260
C 3.924 -4.267 0.125  0.276
O 3.769 -2.946 0.488  -0.511
H 3.431 0.755 1.167  0.434
H -2.563 -0.507 -0.924  0.211
H -4.543 0.935 -0.533  0.238
H -4.365 4.676 -2.434  0.201
H -3.498 4.815 -0.888  0.221
H -4.844 6.620 -0.193  0.228
H -5.246 6.797 -1.908  0.210
H -6.929 5.797 0.306  0.219
H -7.450 6.136 -1.352  0.214
H -6.923 3.909 -2.070  0.197
H -7.285 3.537 -0.364  0.241
H -2.152 3.722 1.588  0.243
H -0.133 2.287 1.209  0.240
H -0.694 -1.737 -1.279  0.241
H 4.336 -1.952 -1.234  0.204
H 6.777 -1.992 -0.651  0.219
H 6.371 -2.813 0.880  0.195
H 6.009 -6.369 -1.488  0.227
H 4.185 -7.957 -0.940  0.218
H 2.216 -7.170 0.330  0.218
H 2.054 -4.784 0.988  0.228

2.
This record from OMol25 describes a single C22H21N3O8 molecule at a distorted geometry. The level of theory is wB97M-V/def2-TZVPD.

Results
- E_HOMO: -7.7 eV
- Energy relative to the best compared isomer or geometry (same formula, charge and spin): 0.0 kcal per mole
- SMILES: NC(=O)COc1ccccc1C1=NO[C@@](CC(=O)O)(C(=O)Nc2ccc3c(c2)OCCO3)C1
- E_LUMO: 0.345 eV
- Multiplicity: 1

Last column: natural (NBO) charge in e.
Positions of all 54 atoms, in Å:
N -1.761 3.755 -0.898  -0.801
C -0.783 2.873 -1.145  0.695
O -0.963 1.749 -1.576  -0.677
C 0.626 3.451 -1.006  -0.161
O 0.720 4.500 -0.062  -0.515
C 1.498 4.313 1.049  0.320
C 2.333 5.375 1.384  -0.254
C 3.199 5.290 2.456  -0.170
C 3.261 4.120 3.198  -0.234
C 2.421 3.070 2.892  -0.175
C 1.504 3.152 1.840  -0.097
C 0.537 2.079 1.673  0.189
N -0.655 2.296 1.275  -0.113
O -1.398 1.149 1.265  -0.365
C -0.639 0.060 1.823  0.174
C -1.279 -0.356 3.157  -0.519
C -0.546 -1.545 3.747  0.829
O 0.617 -1.540 4.059  -0.625
O -1.369 -2.558 4.005  -0.676
C -0.627 -1.175 0.902  0.666
O -0.425 -2.266 1.404  -0.622
N -0.800 -0.904 -0.399  -0.607
C -0.830 -1.807 -1.470  0.130
C -1.027 -1.280 -2.747  -0.241
C -1.087 -2.119 -3.839  -0.229
C -0.943 -3.493 -3.684  0.205
C -0.708 -4.016 -2.411  0.217
C -0.662 -3.175 -1.307  -0.231
O -0.512 -5.359 -2.202  -0.483
C -0.248 -6.075 -3.387  -0.095
C -1.223 -5.655 -4.486  -0.095
O -1.043 -4.293 -4.799  -0.487
C 0.783 0.626 1.993  -0.496
H -2.708 3.416 -0.849  0.406
H -1.523 4.587 -0.383  0.410
H 0.888 3.882 -1.983  0.215
H 1.331 2.641 -0.795  0.208
H 2.289 6.264 0.773  0.228
H 3.838 6.125 2.699  0.218
H 3.953 4.033 4.021  0.220
H 2.447 2.177 3.496  0.219
H -1.223 0.481 3.856  0.239
H -2.323 -0.622 2.990  0.244
H -0.867 -3.325 4.322  0.498
H -0.968 0.065 -0.674  0.454
H -1.139 -0.215 -2.868  0.238
H -1.253 -1.732 -4.831  0.225
H -0.492 -3.605 -0.336  0.256
H -0.357 -7.132 -3.141  0.200
H 0.780 -5.878 -3.724  0.178
H -1.047 -6.212 -5.407  0.199
H -2.252 -5.828 -4.139  0.178
H 1.167 0.440 2.994  0.270
H 1.488 0.194 1.277  0.244

- Which formula does entry 1 have?
  C22H21N3O5S2